{
  "formula": "C2HCl3S",
  "method": "ωB97M-V with the def2-TZVPD basis set",
  "species": ["Cl", "C", "C", "Cl", "S", "Cl", "H"],
  "xyz": [[1.533, 1.425, 1.031], [1.212, 1.091, -0.504], [0.892, 0.957, -1.647], [0.475, 0.583, -3.147], [-1.297, -1.435, 2.143], [-1.288, -0.072, 0.576], [-1.528, -2.550, 1.548]],
  "mol_weight_da": 163.5,
  "de_lowest_kcal_mol": 49.3,
  "spin_multiplicity": 1,
  "smiles": "ClC#CCl.SCl",
  "orbital_gap_ev": 9.0,
  "energy_ha": -1855.4566
}

***

{
  "formula": "C21H70N12O14",
  "method": "ωB97M-V with the def2-TZVPD basis set",
  "species": ["C", "C", "O", "H", "H", "H", "H", "H", "H", "C", "C", "O", "H", "H", "H", "H", "H", "H", "C", "C", "O", "H", "H", "H", "H", "H", "H", "C", "C", "O", "H", "H", "H", "H", "H", "H", "C", "C", "O", "H", "H", "H", "H", "H", "H", "C", "C", "O", "H", "H", "H", "H", "H", "H", "C", "C", "O", "H", "H", "H", "H", "H", "H", "C", "O", "N", "N", "H", "H", "H", "H", "C", "O", "N", "N", "H", "H", "H", "H", "C", "O", "N", "N", "H", "H", "H", "H", "C", "O", "N", "N", "H", "H", "H", "H", "C", "O", "N", "N", "H", "H", "H", "H", "C", "O", "N", "N", "H", "H", "H", "H", "C", "O", "H", "H", "H", "H"],
  "xyz": [[-3.085, 0.235, 4.203], [-2.835, 1.638, 4.724], [-1.546, 1.615, 5.298], [-4.091, 0.104, 3.799], [-2.940, -0.462, 5.030], [-2.387, -0.003, 3.479], [-3.618, 1.870, 5.445], [-2.869, 2.371, 3.959], [-1.633, 1.077, 6.060], [2.360, -4.370, -1.154], [2.775, -3.264, -0.286], [2.251, -3.413, 1.041], [1.283, -4.473, -0.986], [2.823, -5.338, -0.902], [2.549, -4.197, -2.275], [2.529, -2.267, -0.605], [3.873, -3.379, -0.278], [2.584, -2.656, 1.546], [0.342, -0.379, -4.675], [-0.599, -1.435, -4.080], [0.174, -1.972, -3.049], [1.093, -0.903, -5.355], [0.890, 0.169, -4.015], [-0.217, 0.244, -5.369], [-0.996, -2.192, -4.836], [-1.498, -1.090, -3.689], [0.215, -1.386, -2.328], [3.676, -1.677, -3.479], [3.790, -0.219, -3.022], [5.123, 0.117, -3.123], [4.029, -2.511, -2.866], [4.181, -1.786, -4.429], [2.625, -1.938, -3.547], [3.500, -0.209, -2.007], [3.092, 0.406, -3.555], [5.316, 0.542, -3.968], [2.558, 2.909, -1.641], [1.459, 3.745, -2.265], [0.385, 2.952, -2.773], [3.164, 3.478, -0.920], [3.257, 2.568, -2.414], [2.118, 2.178, -0.942], [1.823, 4.321, -3.076], [1.184, 4.336, -1.429], [-0.276, 3.594, -3.193], [-4.526, 3.370, 0.137], [-4.388, 2.477, 1.370], [-3.173, 1.805, 1.101], [-3.673, 3.987, -0.009], [-5.347, 4.066, 0.246], [-4.615, 2.799, -0.815], [-5.275, 1.827, 1.534], [-4.304, 2.998, 2.303], [-2.458, 2.405, 1.320], [0.801, -3.519, 4.061], [0.460, -2.089, 3.751], [-0.846, -1.940, 3.203], [0.264, -3.840, 4.925], [1.909, -3.653, 4.208], [0.558, -4.115, 3.175], [1.096, -1.708, 2.994], [0.518, -1.455, 4.561], [-0.852, -2.423, 2.335], [-2.703, 2.269, -2.965], [-2.352, 3.426, -2.280], [-3.894, 1.939, -3.399], [-1.911, 1.277, -3.142], [-4.627, 2.626, -3.224], [-4.049, 1.380, -4.235], [-0.865, 1.455, -2.855], [-2.110, 0.499, -3.770], [0.383, -0.069, 0.054], [0.489, 0.007, -1.304], [1.352, -0.049, 0.841], [-0.779, -0.329, 0.526], [2.323, 0.090, 0.461], [1.337, 0.118, 1.792], [-1.560, -0.158, -0.077], [-0.957, -0.197, 1.507], [-1.290, -3.890, 0.582], [-0.919, -5.254, 0.471], [-2.530, -3.570, 0.842], [-0.476, -2.886, 0.554], [-3.177, -4.374, 0.853], [-2.875, -2.654, 0.632], [0.532, -3.006, 0.377], [-0.748, -1.824, 0.564], [-0.871, 3.935, 0.890], [-1.226, 5.129, 0.444], [-0.520, 2.966, 0.120], [-0.775, 3.704, 2.155], [-0.470, 3.142, -0.863], [-0.229, 2.033, 0.438], [-0.872, 4.456, 2.929], [-0.536, 2.731, 2.425], [-3.566, -1.141, -1.079], [-3.184, -1.836, -2.222], [-3.039, 0.048, -0.932], [-4.317, -1.696, -0.155], [-2.768, 0.503, -1.784], [-3.237, 0.690, -0.105], [-4.555, -2.715, -0.327], [-4.604, -1.193, 0.702], [5.243, -0.553, 0.233], [4.006, 0.144, 0.312], [6.143, -0.404, -0.702], [5.599, -1.366, 1.158], [5.692, -0.095, -1.617], [6.871, -1.100, -0.906], [4.908, -1.448, 1.980], [6.608, -1.429, 1.369], [1.416, 1.597, 3.273], [0.080, 1.192, 3.051], [1.620, 2.419, 2.597], [2.078, 0.749, 3.128], [1.509, 1.863, 4.312], [-0.204, 0.875, 3.907]],
  "mol_weight_da": 714.9,
  "de_lowest_kcal_mol": 35.8,
  "spin_multiplicity": 1,
  "orbital_gap_ev": 8.2,
  "energy_ha": -2552.4176
}

***

{
  "formula": "C30H28N2SiSn",
  "method": "ωB97M-V with the def2-TZVPD basis set",
  "species": ["C", "C", "C", "H", "C", "C", "H", "H", "H", "H", "Sn", "C", "H", "H", "H", "Si", "C", "C", "H", "C", "H", "C", "H", "C", "H", "C", "H", "C", "C", "H", "C", "H", "C", "H", "C", "H", "C", "H", "H", "H", "C", "C", "N", "C", "C", "C", "C", "C", "C", "C", "C", "C", "N", "C", "H", "H", "H", "H", "H", "H", "H", "H"],
  "xyz": [[0.374, -1.825, 0.780], [-0.225, -2.678, -0.180], [0.750, -3.038, -1.137], [-1.258, -3.017, -0.180], [1.994, -2.428, -0.773], [1.740, -1.613, 0.404], [2.506, -1.172, 1.036], [-0.120, -1.459, 1.687], [0.584, -3.730, -1.967], [2.978, -2.678, -1.170], [1.460, 0.017, -1.450], [-1.818, 1.520, -2.078], [-0.810, 1.235, -2.343], [-1.752, 2.547, -1.652], [-2.641, 1.491, -2.771], [-2.540, 0.299, -0.833], [-3.529, 0.405, 0.762], [-3.473, -0.790, 1.488], [-3.293, -1.726, 0.950], [-3.619, -0.756, 2.874], [-3.508, -1.695, 3.406], [-3.872, 0.449, 3.534], [-3.995, 0.443, 4.621], [-3.932, 1.643, 2.796], [-4.108, 2.578, 3.323], [-3.755, 1.639, 1.415], [-3.786, 2.578, 0.847], [-3.063, -1.171, -2.086], [-4.132, -2.064, -1.888], [-4.929, -1.787, -1.183], [-4.176, -3.303, -2.573], [-4.982, -4.010, -2.351], [-3.221, -3.637, -3.546], [-3.325, -4.547, -4.148], [-2.135, -2.771, -3.712], [-1.325, -3.063, -4.392], [-2.106, -1.525, -3.062], [-1.276, -0.843, -3.314], [-1.429, -0.648, -0.523], [-1.827, 1.250, 0.157], [0.462, 2.359, 2.474], [0.411, 1.443, 1.441], [1.412, 1.291, 0.574], [2.611, 1.869, 0.843], [2.750, 2.818, 1.898], [1.622, 3.084, 2.687], [4.044, 3.410, 2.090], [5.155, 2.993, 1.391], [5.068, 1.924, 0.434], [6.198, 1.335, -0.174], [6.015, 0.265, -1.049], [4.729, -0.147, -1.378], [3.644, 0.478, -0.872], [3.769, 1.429, 0.099], [-0.407, 2.506, 3.095], [-0.472, 0.832, 1.307], [1.713, 3.841, 3.460], [4.123, 4.197, 2.844], [6.134, 3.460, 1.570], [7.199, 1.714, 0.065], [6.848, -0.251, -1.496], [4.542, -0.970, -2.069]],
  "mol_weight_da": 563.4,
  "spin_multiplicity": 1,
  "orbital_gap_ev": [4.3, 4.3],
  "energy_ha": -1772.5593,
  "charge": 2
}

***

{
  "formula": "C4H10N2S",
  "method": "ωB97M-V with the def2-TZVPD basis set",
  "species": ["H", "N", "C", "N", "S", "C", "C", "C", "H", "H", "H", "H", "H", "H", "H", "H", "H"],
  "xyz": [[0.105, 0.319, -2.790], [-0.398, -0.485, -2.506], [-0.433, -0.684, -1.256], [0.015, 0.123, -0.202], [0.900, 1.500, -0.511], [-0.283, -0.168, 1.236], [0.762, -1.158, 1.742], [-1.708, -0.624, 1.495], [-0.875, -1.589, -0.886], [2.196, 1.078, -0.618], [-0.128, 0.831, 1.740], [0.699, -1.318, 2.823], [1.768, -0.766, 1.583], [0.614, -2.127, 1.271], [-2.011, -1.620, 1.049], [-2.298, 0.174, 1.047], [-1.812, -0.633, 2.601]],
  "mol_weight_da": 118.2,
  "de_lowest_kcal_mol": 19.5,
  "spin_multiplicity": 1,
  "smiles": "[H]/N=C\\N(S)C(C)C",
  "orbital_gap_ev": 9.8,
  "energy_ha": -666.0718
}

***

{
  "formula": "C8H10ClOP",
  "method": "ωB97M-V with the def2-TZVPD basis set",
  "species": ["C", "C", "C", "C", "C", "C", "C", "C", "O", "P", "Cl", "H", "H", "H", "H", "H", "H", "H", "H", "H", "H"],
  "xyz": [[-0.697, -2.893, -2.016], [0.697, -2.948, -2.030], [-1.350, -1.712, -1.633], [1.421, -1.878, -1.572], [-0.664, -0.682, -1.162], [0.705, -0.751, -1.208], [1.093, 1.506, -0.268], [-0.673, 3.130, 3.053], [1.500, 0.407, -0.900], [-1.132, 1.430, 2.553], [-0.142, 0.402, 3.961], [-1.265, -3.689, -2.555], [1.232, -3.730, -2.489], [-2.403, -1.591, -1.610], [2.387, -2.056, -1.279], [-1.148, 0.187, -0.731], [1.951, 2.071, 0.018], [0.121, 1.859, 0.194], [-1.016, 3.868, 2.319], [-1.033, 3.592, 4.047], [0.415, 3.478, 3.310]],
  "s2": 2.0077,
  "mol_weight_da": 188.6,
  "de_lowest_kcal_mol": 14.6,
  "spin_multiplicity": 3,
  "orbital_gap_ev": [7.8, 8.0],
  "energy_ha": -1187.4740
}